{
  "formula": "C36H26F6N5O4S5Ti",
  "method": "ωB97M-V with the def2-TZVPD basis set",
  "charge": -2,
  "s2": 0.75,
  "max_force_ev_per_a": 0.90,
  "e_homo_ev": [-0.93, -0.94],
  "gap_ev": [4.51, 4.52],
  "multiplicity": 2,
  "e_tot_ha": -5402.12498,
  "symbols": ["Ti", "O", "C", "C", "C", "C", "C", "C", "C", "N", "C", "C", "N", "H", "H", "H", "H", "H", "H", "H", "O", "S", "O", "N", "C", "C", "C", "C", "C", "C", "C", "C", "N", "C", "C", "C", "C", "C", "C", "C", "H", "H", "H", "H", "H", "H", "H", "H", "H", "H", "H", "S", "C", "S", "S", "S", "C", "N", "C", "C", "C", "C", "C", "C", "H", "H", "H", "H", "H", "C", "C", "O", "C", "F", "F", "F", "C", "F", "F", "F", "H", "H", "H"],
  "xyz": [[0.121, 0.133, -0.257], [1.861, 1.128, -0.261], [2.487, 2.054, 0.378], [3.670, 2.606, -0.173], [4.405, 3.553, 0.498], [4.009, 4.003, 1.760], [2.845, 3.495, 2.303], [2.060, 2.547, 1.641], [0.776, 2.124, 2.215], [-0.114, 1.289, 1.709], [-1.223, 1.331, 2.534], [-0.994, 2.195, 3.550], [0.278, 2.689, 3.347], [3.973, 2.231, -1.141], [5.304, 3.952, 0.041], [4.597, 4.732, 2.303], [2.549, 3.852, 3.284], [-2.099, 0.737, 2.329], [-1.608, 2.501, 4.377], [0.747, 3.371, 3.911], [0.660, -2.474, -3.677], [-0.343, -2.025, -2.733], [-0.570, -2.840, -1.577], [-0.089, -0.506, -2.247], [-0.049, 0.513, -3.192], [0.050, 0.353, -4.560], [0.068, 1.467, -5.423], [-0.002, 2.744, -4.950], [-0.136, 2.950, -3.556], [-0.244, 4.240, -2.980], [-0.452, 4.374, -1.640], [-0.559, 3.208, -0.853], [-0.425, 2.006, -1.347], [-0.199, 1.853, -2.683], [-1.878, -1.951, -3.632], [-2.072, -2.839, -4.682], [-3.289, -2.847, -5.347], [-4.297, -1.971, -4.960], [-4.087, -1.083, -3.916], [-2.872, -1.065, -3.246], [0.163, -0.637, -4.974], [0.145, 1.291, -6.490], [0.018, 3.599, -5.615], [-0.170, 5.110, -3.624], [-0.555, 5.342, -1.169], [-0.799, 3.276, 0.202], [-1.269, -3.503, -4.969], [-3.451, -3.536, -6.167], [-5.248, -1.979, -5.482], [-4.861, -0.396, -3.598], [-2.715, -0.360, -2.437], [-4.783, 0.293, 1.358], [-3.594, 0.517, 0.156], [-3.678, 1.722, -1.046], [-2.236, -0.601, 0.228], [0.086, -1.011, 6.671], [0.848, -0.312, 5.262], [0.446, -0.729, 4.122], [-0.547, -1.691, 4.283], [-1.179, -2.336, 3.219], [-2.144, -3.273, 3.517], [-2.473, -3.572, 4.846], [-1.856, -2.935, 5.906], [-0.885, -1.979, 5.609], [1.621, 0.434, 5.385], [-0.920, -2.076, 2.202], [-2.660, -3.769, 2.706], [-3.233, -4.316, 5.048], [-2.127, -3.162, 6.929], [2.686, -1.963, 2.137], [2.106, -2.143, 0.721], [0.982, -1.413, 0.558], [3.231, -1.754, -0.290], [3.952, -0.701, 0.150], [2.763, -1.441, -1.495], [4.135, -2.757, -0.455], [1.798, -3.662, 0.528], [2.716, -4.449, 1.164], [1.792, -4.061, -0.747], [0.615, -3.970, 1.068], [2.665, -0.900, 2.365], [3.704, -2.347, 2.217], [2.052, -2.480, 2.854]],
  "mulliken_spin": [0.9977, 0.0007, -0.0078, 0.0034, 0.0021, -0.0012, 0.0016, 0.0102, 0.0305, -0.0508, 0.0168, -0.0032, 0.0022, 0.0005, 0.0000, 0.0000, 0.0007, -0.0023, -0.0003, -0.0004, -0.0005, 0.0002, 0.0002, -0.0145, -0.0186, -0.0010, 0.0001, -0.0002, -0.0039, 0.0023, -0.0017, 0.0088, -0.0166, 0.0004, 0.0013, -0.0006, 0.0000, 0.0000, -0.0007, 0.0029, 0.0000, 0.0001, 0.0000, 0.0004, 0.0001, 0.0048, 0.0001, 0.0001, 0.0000, -0.0001, 0.0003, 0.0003, 0.0083, 0.0034, -0.0243, 0.0000, -0.0006, -0.0015, -0.0039, 0.0038, -0.0035, 0.0000, 0.0000, 0.0006, 0.0001, 0.0016, 0.0000, 0.0000, 0.0000, 0.0007, 0.0080, 0.0465, 0.0019, -0.0003, 0.0004, -0.0004, -0.0040, -0.0002, -0.0002, -0.0003, 0.0007, -0.0011, 0.0004]
}


{
  "formula": "C36H27ClN4O4PtS",
  "method": "ωB97M-V with the def2-TZVPD basis set",
  "charge": 2,
  "max_force_ev_per_a": 2.83,
  "e_homo_ev": [-12.89, -12.89],
  "gap_ev": [4.36, 4.36],
  "e_tot_ha": -2885.18308,
  "symbols": ["Pt", "Cl", "C", "C", "C", "C", "O", "C", "C", "N", "C", "C", "C", "C", "C", "C", "C", "C", "N", "C", "C", "H", "H", "H", "H", "H", "H", "H", "H", "H", "H", "O", "C", "C", "O", "O", "C", "C", "C", "C", "C", "C", "C", "C", "C", "C", "C", "C", "H", "H", "H", "H", "H", "H", "H", "H", "H", "H", "H", "N", "C", "S", "C", "C", "C", "N", "C", "C", "H", "H", "H", "H", "H", "H"],
  "xyz": [[0.196, -0.482, 0.505], [-4.528, 4.693, -1.279], [-3.499, 3.317, -1.115], [-3.482, 2.341, -2.120], [-2.675, 1.233, -2.011], [-1.852, 1.046, -0.894], [-1.124, -0.070, -0.893], [-1.852, 2.033, 0.115], [-1.044, 2.018, 1.288], [-0.162, 1.126, 1.612], [0.619, 1.167, 2.804], [0.498, 2.070, 3.827], [1.374, 2.003, 4.932], [2.352, 1.052, 5.009], [2.491, 0.097, 3.974], [3.461, -0.933, 3.970], [3.508, -1.829, 2.937], [2.575, -1.720, 1.893], [1.667, -0.766, 1.879], [1.609, 0.159, 2.885], [-2.701, 3.166, -0.021], [-4.114, 2.469, -2.989], [-2.657, 0.475, -2.783], [-1.179, 2.855, 1.966], [-0.257, 2.844, 3.816], [1.259, 2.727, 5.727], [3.023, 1.014, 5.857], [4.164, -1.002, 4.791], [4.237, -2.626, 2.908], [2.552, -2.423, 1.069], [-2.709, 3.921, 0.755], [1.737, 0.254, -1.454], [1.784, -0.655, -2.492], [0.748, -2.113, -1.884], [0.423, -2.850, -2.744], [0.701, -2.114, -0.632], [3.056, -1.392, -2.528], [4.075, -1.120, -1.600], [5.276, -1.793, -1.688], [5.471, -2.753, -2.679], [4.465, -3.033, -3.599], [3.262, -2.364, -3.526], [1.219, -0.054, -3.757], [1.716, 1.221, -4.058], [1.310, 1.886, -5.203], [0.407, 1.283, -6.067], [-0.077, 0.017, -5.779], [0.322, -0.655, -4.632], [1.240, 1.022, -1.780], [3.933, -0.356, -0.850], [6.076, -1.558, -1.000], [6.415, -3.279, -2.738], [4.626, -3.770, -4.373], [2.479, -2.577, -4.240], [2.471, 1.680, -3.428], [1.716, 2.862, -5.427], [0.094, 1.794, -6.967], [-0.776, -0.460, -6.453], [-0.080, -1.634, -4.435], [-5.202, -4.402, 2.913], [-4.127, -4.050, 3.633], [-3.914, -4.457, 5.199], [-3.104, -3.218, 2.890], [-3.311, -2.690, 1.618], [-2.322, -1.932, 1.022], [-1.159, -1.689, 1.631], [-0.938, -2.188, 2.853], [-1.882, -2.948, 3.505], [-5.907, -4.960, 3.365], [-5.313, -4.208, 1.934], [-4.228, -2.830, 1.064], [-2.450, -1.512, 0.033], [0.013, -1.976, 3.317], [-1.690, -3.341, 4.492]],
  "lowdin_charge": [1.5782, 0.7357, -0.6533, -0.0392, 0.0217, -0.3037, -0.2467, -0.1223, -0.0111, -0.0687, -0.1730, 0.0324, -0.0183, 0.0160, -0.1263, 0.0518, 0.0085, -0.0587, -0.0708, -0.1661, -0.0397, 0.1262, 0.1332, 0.1401, 0.1223, 0.1280, 0.1348, 0.1410, 0.1293, 0.1299, 0.1247, -0.0151, -0.2706, -0.4756, 0.1869, -0.1079, -0.1636, -0.0255, -0.0650, -0.0516, -0.0429, -0.0005, -0.1501, -0.0240, -0.0501, -0.0536, -0.0473, -0.0140, 0.1193, 0.1086, 0.1101, 0.1137, 0.1181, 0.1227, 0.1296, 0.1163, 0.1163, 0.1164, 0.1055, 0.1047, -0.8138, 0.7798, -0.1695, 0.0383, -0.0652, -0.0311, -0.0603, -0.0026, 0.1148, 0.0971, 0.1227, 0.1182, 0.1171, 0.0876]
}


{
  "formula": "C36H27F4N2S",
  "method": "ωB97M-V with the def2-TZVPD basis set",
  "charge": 1,
  "max_force_ev_per_a": 3.81,
  "e_homo_ev": -11.55,
  "gap_ev": 8.62,
  "e_tot_ha": -2294.97414,
  "symbols": ["F", "C", "C", "C", "F", "C", "C", "C", "C", "C", "C", "F", "C", "C", "F", "C", "C", "H", "H", "H", "H", "H", "H", "H", "C", "C", "C", "C", "C", "C", "C", "C", "C", "C", "C", "C", "C", "C", "N", "C", "C", "C", "C", "C", "C", "S", "C", "N", "C", "C", "H", "H", "H", "H", "H", "H", "H", "H", "H", "H", "H", "H", "H", "H", "H", "H", "H", "H", "H", "H"],
  "xyz": [[6.401, 0.732, -1.072], [5.302, 0.276, -0.365], [5.542, -0.381, 0.834], [4.405, -0.851, 1.484], [4.585, -1.505, 2.686], [3.113, -0.663, 1.009], [2.893, -0.044, -0.242], [1.444, -0.167, -0.843], [1.369, 0.176, -2.357], [0.213, 0.724, -2.934], [0.135, 0.805, -4.329], [-1.041, 1.238, -4.906], [1.132, 0.380, -5.205], [2.251, -0.157, -4.592], [3.285, -0.601, -5.387], [2.376, -0.292, -3.209], [4.024, 0.499, -0.893], [6.548, -0.512, 1.225], [2.293, -1.046, 1.613], [1.218, -1.237, -0.837], [-0.612, 1.116, -2.343], [1.033, 0.402, -6.288], [3.292, -0.715, -2.805], [3.935, 1.035, -1.840], [-5.875, -1.534, -0.977], [-5.029, -1.569, -2.086], [-3.643, -1.449, -1.925], [-3.079, -1.329, -0.647], [-1.513, -1.305, -0.494], [-1.141, -2.565, 0.309], [0.089, -2.627, 0.973], [0.560, -3.821, 1.539], [-0.302, -4.920, 1.653], [-1.602, -4.823, 1.122], [-1.991, -3.689, 0.393], [-0.997, 0.010, 0.161], [-1.887, 1.210, -0.095], [-1.687, 2.212, 1.008], [-0.257, 2.378, 1.261], [0.191, 3.341, 2.196], [1.575, 3.350, 2.251], [2.219, 4.205, 3.143], [1.459, 5.025, 3.992], [0.060, 5.025, 3.915], [-0.589, 4.185, 2.998], [2.256, 2.255, 1.058], [0.718, 1.644, 0.655], [0.466, 0.512, -0.091], [-3.938, -1.296, 0.471], [-5.328, -1.392, 0.301], [-6.952, -1.626, -1.114], [-5.432, -1.673, -3.094], [-2.974, -1.457, -2.794], [-1.102, -1.398, -1.517], [0.691, -1.728, 1.036], [1.598, -3.882, 1.889], [0.031, -5.841, 2.148], [-2.316, -5.642, 1.256], [-2.980, -3.680, -0.084], [-1.028, -0.162, 1.251], [-1.727, 1.668, -1.087], [-2.932, 0.903, -0.032], [-2.173, 3.162, 0.748], [-2.168, 1.897, 1.951], [3.306, 4.225, 3.132], [1.975, 5.676, 4.697], [-0.504, 5.689, 4.567], [-1.678, 4.212, 2.910], [-3.523, -1.238, 1.483], [-5.985, -1.349, 1.168]],
  "nbo_charge": [-0.3154, 0.4076, -0.3183, 0.4306, -0.3174, -0.2992, -0.0288, -0.0978, -0.0053, -0.2761, 0.4200, -0.3229, -0.3349, 0.4434, -0.3152, -0.3129, -0.2546, 0.2701, 0.2344, 0.2650, 0.2138, 0.2677, 0.2460, 0.2502, -0.2049, -0.1931, -0.2198, -0.0276, -0.3110, 0.0473, -0.2642, -0.1920, -0.2054, -0.1917, -0.2249, 0.0072, -0.4429, -0.2115, -0.3540, 0.1158, -0.2149, -0.1861, -0.1912, -0.1925, -0.1804, 0.5180, 0.3303, -0.4155, -0.1911, -0.2175, 0.2303, 0.2291, 0.2194, 0.2420, 0.1855, 0.2227, 0.2307, 0.2283, 0.2319, 0.2153, 0.2224, 0.2723, 0.2358, 0.2170, 0.2370, 0.2405, 0.2400, 0.2278, 0.2093, 0.2261]
}